(1)
Below is a 9-piece molecular cluster, C66H151N4O24P5 overall at a distorted geometry, with properties calculated with ωB97M-V/def2-TZVPD.

The geometry in XYZ format:
```
250
Properties=species:S:1:pos:R:3:forces:R:3
C -2.904228 -13.569244 -24.453071 0.6 1.1 1.3
C -3.970248 -14.676681 -24.475865 0.3 1.0 -1.2
C -3.317744 -15.915438 -25.120334 0.9 0.5 0.4
C -4.540022 -14.992729 -23.093616 0.1 -0.4 -0.5
C -5.471796 -13.890212 -22.592328 1.0 -0.4 1.2
C -6.587139 -13.614754 -23.544308 -0.3 0.9 -1.0
C -6.042108 -13.200571 -24.956344 0.4 -1.0 -0.4
C -7.109619 -13.347634 -26.039744 -2.5 -0.4 -0.3
C -5.454865 -11.747992 -24.966585 -0.9 0.3 0.2
N -5.093864 -14.248726 -25.375741 1.5 -0.6 0.0
O -4.442026 -13.825643 -26.622900 -1.0 0.3 1.2
H -2.043492 -13.838322 -23.812345 -0.4 -0.2 -0.1
H -2.470529 -13.405863 -25.452750 -0.5 0.1 0.4
H -3.279127 -12.594168 -23.996130 0.4 -1.2 -0.8
H -2.965794 -15.826446 -26.166133 -0.4 0.3 0.6
H -2.417729 -16.169269 -24.532128 -0.4 -0.1 0.0
H -4.029580 -16.705528 -25.059864 -0.4 -1.0 -0.1
H -4.999818 -16.014628 -23.099153 0.0 0.9 -0.1
H -3.689970 -15.077616 -22.428174 0.3 -0.1 0.3
H -5.797500 -14.208467 -21.595512 -0.5 0.1 -0.2
H -4.859127 -12.994191 -22.356577 -0.4 -0.3 -0.5
H -7.211469 -12.788785 -23.216562 0.1 0.3 0.2
H -7.304984 -14.439715 -23.583908 0.3 -0.4 -0.4
H -6.843890 -12.810835 -26.932908 0.4 0.3 -0.4
H -8.095991 -12.881040 -25.718953 1.0 -0.5 -0.2
H -7.347849 -14.418819 -26.432235 0.6 1.7 1.2
H -6.265801 -11.095712 -25.371172 0.7 -0.3 0.1
H -4.516633 -11.624816 -25.542700 -0.8 -0.2 0.1
H -5.283463 -11.365005 -23.949454 0.1 -0.3 -0.2
H -4.338769 -14.685491 -27.026802 0.0 -0.5 -0.9
C -8.815092 -22.976263 -24.820616 -0.3 0.6 0.0
C -9.359164 -22.014106 -25.910016 0.1 0.3 0.4
C -10.927381 -22.175102 -25.971828 1.9 0.5 -1.3
C -9.047819 -20.566829 -25.412092 -0.3 0.6 -1.1
C -9.421017 -19.515346 -26.489818 0.7 -2.0 -0.8
C -8.623396 -19.783517 -27.778232 1.2 -0.6 1.3
C -8.733432 -21.267543 -28.292603 -2.8 1.3 -0.2
C -10.169804 -21.352921 -28.965453 1.2 -0.6 -0.7
C -7.656301 -21.467967 -29.330800 1.2 -1.2 -0.4
N -8.641173 -22.226134 -27.176894 1.2 0.0 0.3
O -8.811241 -23.593423 -27.646950 0.3 1.0 0.3
H -9.338943 -22.655149 -23.910871 0.4 0.0 0.1
H -9.220243 -23.969890 -24.997439 0.6 -0.3 -0.2
H -7.703042 -22.913990 -24.650019 -1.2 -0.2 -0.4
H -11.168215 -23.074478 -26.550616 -0.2 0.2 0.3
H -11.211903 -22.222985 -24.943365 -0.8 0.0 0.5
H -11.276876 -21.270760 -26.501294 -0.5 -0.8 0.5
H -9.606563 -20.354542 -24.491952 0.1 -0.3 -0.1
H -7.983533 -20.429638 -25.214962 0.0 -0.5 0.1
H -10.438556 -19.682256 -26.776904 -0.9 0.6 0.2
H -9.238023 -18.504063 -26.212267 -0.2 0.7 0.6
H -7.562039 -19.594380 -27.530445 -0.3 -0.1 -0.2
H -8.901893 -19.027253 -28.518574 0.0 -0.5 -0.3
H -10.003447 -21.015320 -29.990698 -0.2 -0.3 -0.2
H -10.872458 -20.625728 -28.575490 -0.2 -0.3 0.4
H -10.547369 -22.406364 -28.969948 0.2 1.0 0.0
H -6.671132 -21.458124 -28.809159 -0.5 -0.2 -0.5
H -7.606762 -20.715662 -30.123936 -0.3 0.4 0.5
H -7.766739 -22.400976 -29.933326 0.1 0.3 0.8
H -7.898989 -23.922545 -27.573104 -0.5 0.0 -0.1
C -12.237055 -9.136178 -19.909912 -1.5 -0.8 0.9
C -12.151050 -10.086958 -21.114982 1.3 -0.2 1.2
C -12.188270 -11.568963 -20.552235 1.7 1.4 -0.5
C -13.303680 -9.840059 -22.047094 0.0 1.2 0.9
C -13.169238 -10.587805 -23.314047 0.0 -1.3 -1.3
C -11.877874 -10.163764 -24.048014 0.0 -0.9 0.5
C -10.602818 -10.367640 -23.182821 -0.7 1.2 2.0
C -10.269477 -11.862722 -23.092151 2.0 0.2 -0.8
C -9.447045 -9.606156 -23.807970 1.1 -1.7 -1.2
N -10.869365 -9.677556 -21.807313 0.3 -1.7 -0.7
O -9.751701 -9.951587 -20.910944 -1.3 2.4 0.1
H -13.215537 -9.218343 -19.345345 0.8 -0.3 -0.7
H -11.472773 -9.370598 -19.176840 0.3 0.2 -0.1
H -12.202351 -8.114637 -20.212556 0.4 0.8 -0.3
H -11.130802 -11.850370 -20.373610 -0.6 -0.2 -0.3
H -12.629304 -11.604094 -19.572604 -0.6 0.0 0.3
H -12.669746 -12.232061 -21.246197 -0.2 -0.5 -0.1
H -14.155648 -10.012771 -21.363839 -0.3 -0.1 -1.0
H -13.311683 -8.779551 -22.364307 -0.1 -0.1 0.6
H -13.141330 -11.668619 -23.180854 0.0 -0.2 0.2
H -14.051403 -10.434080 -23.939882 0.1 0.2 -0.2
H -12.036480 -9.151550 -24.378176 0.4 0.7 0.0
H -11.674493 -10.761344 -24.943003 -0.4 0.0 0.0
H -9.386719 -12.163997 -22.492228 -0.6 0.6 0.5
H -9.835977 -12.124767 -24.069665 -0.7 -0.1 -0.2
H -11.068103 -12.523036 -22.864072 -0.8 -0.4 0.1
H -8.460341 -9.791450 -23.321431 -0.8 0.0 -0.1
H -9.600071 -8.548001 -23.849577 -0.3 0.6 0.0
H -9.362783 -10.041986 -24.855880 0.1 0.8 0.9
H -9.323367 -10.764697 -21.087893 0.5 -1.9 -0.7
C -14.148626 -13.148294 -26.385390 0.2 -1.3 -0.3
C -13.290746 -14.408592 -26.090103 0.8 -1.2 -0.8
C -13.014144 -14.537051 -24.573511 -0.6 1.1 0.5
C -13.961694 -15.716916 -26.675065 0.3 2.0 -0.5
C -13.029449 -16.900770 -26.685789 0.7 0.4 1.1
C -11.752009 -16.584398 -27.497460 -2.1 0.5 -0.8
C -11.011729 -15.330964 -27.013937 -0.1 -0.4 1.0
C -10.346617 -15.596200 -25.641483 -0.2 0.1 0.4
C -9.987673 -14.933128 -28.054550 1.4 0.8 -0.2
N -11.965595 -14.224785 -26.886259 -2.4 -0.1 -0.7
O -11.325459 -13.086097 -26.409020 0.6 0.3 0.9
H -13.732231 -12.354567 -25.786280 0.0 0.6 -0.1
H -14.157287 -12.908463 -27.479936 0.1 -0.2 1.0
H -15.173087 -13.365100 -26.052102 0.2 0.3 -0.1
H -12.880462 -15.524700 -24.138533 0.7 -0.3 -0.6
H -12.184747 -13.829120 -24.381850 -0.3 -0.6 0.3
H -13.860610 -14.234889 -23.922843 0.1 0.5 -0.7
H -14.892556 -15.932280 -26.163980 -0.1 0.0 0.4
H -14.260351 -15.420460 -27.697881 0.2 -0.3 0.1
H -12.796539 -17.130408 -25.620652 0.0 -0.1 -0.7
H -13.574007 -17.748695 -27.067564 0.0 -0.5 -0.3
H -12.169299 -16.432249 -28.542685 0.9 0.1 0.8
H -11.097920 -17.433017 -27.526985 0.6 -0.4 0.0
H -9.908136 -14.668582 -25.245510 0.0 -0.2 -0.2
H -9.561976 -16.342052 -25.709110 0.2 -0.2 -0.1
H -11.082783 -15.928284 -24.880486 0.6 0.0 -0.7
H -9.076531 -15.583164 -28.106834 -1.1 -0.2 -0.2
H -9.484321 -13.999289 -27.737341 -0.6 0.0 -0.1
H -10.472243 -14.749855 -29.042667 0.5 -0.4 0.6
H -11.395471 -12.354776 -27.047313 -0.1 -0.2 -0.2
C -12.152836 -19.212065 -23.221350 1.0 -0.4 -0.6
C -13.481399 -19.592895 -23.881876 1.5 1.2 1.0
O -14.247357 -18.351724 -23.874082 -0.1 -0.4 -1.1
P -15.759336 -18.620597 -24.269235 -1.2 -0.8 3.4
O -16.417562 -19.374158 -23.143457 0.3 0.9 -1.9
O -16.333533 -17.172991 -24.523671 0.4 -0.5 -0.6
C -17.182536 -16.545420 -23.576274 -1.9 0.2 -0.1
C -16.425793 -15.608282 -22.721729 1.2 0.6 1.2
O -15.754081 -19.329529 -25.658856 -0.8 -0.4 -1.7
C -17.009403 -19.891584 -26.279508 0.1 0.2 -0.7
C -16.634176 -21.103581 -27.151008 2.5 1.1 0.8
H -12.388169 -18.731133 -22.293541 -0.3 0.5 0.5
H -11.449420 -20.025324 -22.919810 -0.9 0.1 -0.6
H -11.559974 -18.513253 -23.825087 -0.2 0.0 0.0
H -13.459347 -19.929189 -24.900918 0.4 -0.4 -0.4
H -13.921184 -20.293498 -23.213392 -0.9 -0.7 0.2
H -17.919453 -15.980239 -24.187246 0.2 -0.5 0.4
H -17.697036 -17.317870 -22.966555 0.2 0.4 -0.5
H -17.032192 -14.881777 -22.142850 0.1 -0.7 -0.3
H -15.769169 -16.183959 -22.054820 -0.3 0.1 0.2
H -15.712608 -15.032054 -23.293466 0.0 0.3 -0.5
H -17.636807 -20.164899 -25.433726 -0.2 0.0 -0.2
H -17.510063 -19.159975 -26.975214 0.7 -0.1 1.3
H -15.826003 -21.589122 -26.582791 -0.5 -0.5 -0.1
H -17.417184 -21.776374 -27.410281 -0.7 -0.3 0.1
H -16.088759 -20.798550 -28.060963 -0.6 0.2 0.2
C -7.283616 -15.269003 -30.663162 -0.7 -0.3 -1.0
C -6.341636 -16.361422 -30.443767 0.0 -2.5 0.3
O -6.572069 -17.038468 -29.152568 0.3 0.5 0.2
P -5.279361 -17.347625 -28.263393 -1.2 -1.6 -0.5
O -4.346755 -16.243187 -28.077373 0.5 0.7 -0.2
O -5.873923 -17.960474 -26.928602 -0.3 0.4 -0.7
C -6.752750 -17.112226 -26.098847 1.2 -0.1 -0.1
C -6.878762 -17.796256 -24.774981 -0.2 -0.1 -0.1
O -4.669067 -18.621448 -29.035870 0.5 1.0 1.3
C -3.209624 -18.795561 -28.976662 -0.1 0.0 0.2
C -2.675140 -19.520230 -27.748321 -1.4 0.0 0.4
H -7.026423 -14.816571 -31.614340 0.1 0.5 0.0
H -8.314535 -15.566386 -30.738384 -0.5 -0.3 0.2
H -7.150399 -14.637343 -29.844455 -0.1 1.7 1.1
H -6.429179 -17.169754 -31.189430 0.3 0.4 0.1
H -5.361613 -15.953894 -30.409239 1.1 0.2 -0.2
H -6.191219 -16.157168 -25.895999 -0.9 -0.5 -0.5
H -7.733765 -16.975736 -26.592597 0.7 0.0 0.0
H -7.225851 -18.832539 -24.750154 0.3 0.3 -0.4
H -5.964654 -17.676199 -24.215858 0.3 -0.2 0.2
H -7.629152 -17.209034 -24.307135 -0.8 0.5 1.0
H -3.085172 -19.347619 -29.893730 0.7 -0.1 -0.2
H -2.702543 -17.836449 -28.979894 -0.3 0.3 -0.6
H -3.176809 -20.492453 -27.682421 0.3 0.0 0.2
H -1.594306 -19.630055 -27.783146 0.0 -0.1 -0.3
H -2.910678 -18.946157 -26.828198 0.1 -0.3 -0.5
C -15.462406 -9.735913 -28.194028 -1.3 1.3 0.3
C -15.797814 -10.982828 -28.942664 -0.9 -0.5 -0.2
O -16.546213 -11.896513 -28.053959 1.6 0.9 0.3
P -17.991536 -12.319696 -28.339628 0.7 -3.2 -1.4
O -18.944629 -11.275206 -28.566698 -1.6 1.2 -0.2
O -17.683843 -13.319497 -29.628721 0.2 1.2 1.5
C -18.771595 -13.970146 -30.247028 -0.7 -0.2 1.1
C -19.426133 -13.062113 -31.202182 0.4 0.5 -1.2
O -18.377385 -13.362168 -27.202698 -0.3 1.4 -0.9
C -17.621692 -14.503724 -26.872891 1.8 0.2 1.0
C -18.421581 -15.733507 -27.018944 0.5 -0.1 2.6
H -16.364366 -9.056160 -28.102068 0.8 -0.9 0.0
H -15.103498 -9.937871 -27.196506 0.2 -0.2 0.3
H -14.720358 -9.143843 -28.705752 0.4 0.0 -0.3
H -16.401946 -10.747844 -29.846959 0.3 -0.3 0.6
H -14.934340 -11.572086 -29.229185 0.2 0.1 -0.1
H -18.346292 -14.791843 -30.754590 0.5 -1.1 -0.6
H -19.455382 -14.378406 -29.491633 0.0 0.1 0.0
H -19.774780 -12.154516 -30.760646 -0.4 0.5 0.5
H -18.626757 -12.775490 -31.880702 0.0 0.2 -0.4
H -20.196077 -13.521871 -31.794799 -0.5 -0.3 -0.1
H -16.644171 -14.645632 -27.348716 -0.3 0.7 -0.6
H -17.364277 -14.311813 -25.829175 0.0 -0.4 0.2
H -19.282226 -15.514047 -26.379775 -0.5 -0.7 -0.6
H -18.605783 -15.929964 -28.032450 -0.6 -0.6 -1.2
H -17.808857 -16.515888 -26.511729 -0.6 0.1 -0.6
C -7.710797 -16.654331 -21.126850 1.6 -0.8 0.5
C -8.452525 -15.393320 -20.767359 -1.2 -0.2 -0.5
O -7.863358 -14.816521 -19.607656 0.8 -0.1 0.0
P -7.972830 -13.251276 -19.378890 1.3 0.2 -1.3
O -7.860042 -12.470685 -20.670191 -0.5 -0.8 2.6
O -9.312164 -13.130514 -18.600729 -1.0 1.1 -0.8
C -9.650814 -13.572375 -17.280400 3.7 -0.1 0.3
C -11.061134 -13.633694 -17.141161 -2.9 1.6 -0.6
O -6.836520 -13.089354 -18.263952 0.5 1.1 -1.1
C -5.889042 -11.923324 -18.250708 -0.5 -0.2 1.0
C -4.826468 -11.896596 -19.369255 -1.2 -0.1 0.4
H -6.675511 -16.377434 -21.375571 -0.2 -0.1 -0.1
H -7.601878 -17.414828 -20.331472 -0.3 0.8 0.3
H -8.048054 -17.309837 -21.918595 -0.7 0.6 -0.7
H -8.493700 -14.655390 -21.590364 0.4 -0.4 0.3
H -9.490062 -15.592697 -20.507671 -0.3 -0.2 -0.1
H -9.161010 -14.562643 -17.147095 -0.2 0.6 0.2
H -9.237674 -12.815042 -16.618218 0.4 -0.3 0.3
H -11.537028 -12.624279 -17.166912 0.5 -0.5 0.1
H -11.411585 -14.105306 -18.026556 -0.9 -0.9 -0.6
H -11.393935 -14.112468 -16.251765 -0.2 -0.6 0.6
H -6.480737 -11.004732 -18.220664 -0.1 -0.1 -0.5
H -5.531091 -11.981761 -17.206140 0.5 -0.2 -0.7
H -4.182060 -12.760959 -19.317413 -0.1 -0.6 -0.1
H -5.399621 -11.859544 -20.330217 0.9 0.2 0.6
H -4.139164 -11.055426 -19.199700 -0.6 0.1 -0.3
C -7.886552 -8.249253 -27.770144 0.3 0.1 -1.3
C -8.357272 -9.601959 -28.215864 1.3 -0.5 -0.1
O -9.376513 -9.401448 -29.202740 -0.5 -0.5 -0.8
P -10.809913 -10.046914 -28.979434 -0.1 -0.9 2.9
O -10.946029 -10.686171 -27.623093 0.2 0.7 -1.9
O -11.818210 -8.853151 -29.119621 -0.4 -0.5 -0.3
C -11.930493 -8.117588 -30.334381 0.7 0.8 -0.7
C -12.834692 -6.935590 -30.111726 -1.1 0.8 0.6
O -11.129175 -11.013111 -30.170263 0.1 0.8 -1.1
C -10.353678 -12.184380 -30.493525 -0.6 -2.0 3.1
C -9.449494 -12.062153 -31.635193 0.6 0.8 -1.6
H -7.583946 -7.653662 -28.652151 -0.1 -0.2 0.4
H -8.704610 -7.757846 -27.290692 -0.3 0.5 0.6
H -7.018918 -8.349356 -27.146145 0.3 0.0 0.6
H -7.487287 -10.189166 -28.664293 -1.3 0.5 0.5
H -8.834291 -10.130418 -27.394135 0.4 -0.3 0.1
H -10.905004 -7.794847 -30.602808 -0.5 0.1 0.0
H -12.297859 -8.713994 -31.173460 -0.1 -0.4 0.3
H -13.120519 -6.423906 -31.033312 0.2 -0.3 -0.2
H -13.801650 -7.177571 -29.606429 0.8 -0.3 -0.4
H -12.393704 -6.151278 -29.491755 0.3 -0.3 0.1
H -9.808995 -12.484439 -29.551431 -0.4 0.3 -0.9
H -11.136219 -12.955650 -30.624626 0.5 0.2 -0.1
H -8.838143 -12.947356 -31.920966 -0.5 0.5 0.8
H -10.079337 -11.866420 -32.493822 0.0 0.2 -0.5
H -8.809555 -11.181484 -31.495038 0.1 -0.3 -0.1
```
Positions in Å, forces in eV/Å.

Summary:
SMILES = CC1(C)CCCC(C)(C)N1O.CC1(C)CCCC(C)(C)N1O.CC1(C)CCCC(C)(C)N1O.CC1(C)CCCC(C)(C)N1O.CCOP(=O)(OCC)OCC.CCOP(=O)(OCC)OCC.CCOP(=O)(OCC)OCC.CCOP(=O)(OCC)OCC.CCOP(=O)(OCC)OCC
net charge = 0
HOMO level = -7.927 eV

Atomic partial charges in e from the Mulliken method, atoms 1 to 6:
1 C -1.797
2 C 1.780
3 C -1.808
4 C -1.926
5 C 0.406
6 C -0.370


(2)
Below is a 4-piece molecular cluster, C8H12N4 overall at a distorted geometry, with properties calculated with ωB97M-V/def2-TZVPD.

The geometry in XYZ format:
```
24
Properties=species:S:1:pos:R:3:forces:R:3
C -0.018600 -1.620719 3.371651 0.2 -0.9 0.0
C 0.558182 -1.007592 2.182921 -1.1 -0.5 2.4
N 1.056755 -0.528298 1.279578 0.7 0.8 -2.0
H -0.426038 -0.992841 4.164033 0.2 0.5 -0.4
H 0.782305 -2.205715 3.823780 0.0 -0.1 0.1
H -0.815695 -2.299960 3.069365 0.0 0.0 0.0
C -1.183812 -2.462443 -1.031523 1.6 0.4 0.5
C 0.093463 -3.210591 -1.193962 -3.7 1.6 0.0
N 1.106005 -3.732672 -1.341029 1.8 -0.9 -0.1
H -2.045888 -2.587309 -1.686765 0.2 -1.0 0.0
H -0.914688 -1.437023 -1.284867 0.3 0.4 -0.1
H -1.431194 -2.441237 0.029824 -0.4 -0.4 -0.1
C -1.246660 1.606848 0.843402 -0.4 0.2 1.0
C -2.027227 0.530469 1.367900 0.8 2.2 -1.0
N -2.645367 -0.339859 1.785458 -1.2 -2.2 0.8
H -1.818726 2.448514 0.452966 -0.1 -0.4 -0.4
H -0.589603 1.087910 0.145501 0.7 0.5 -0.5
H -0.655262 2.012958 1.664031 0.5 -0.1 -0.1
C 2.264351 2.933281 -3.353353 0.0 -0.4 -0.3
C 1.575682 2.840932 -2.062170 0.0 -0.2 1.0
N 1.006450 2.697895 -1.058121 0.6 0.2 -1.3
H 3.341344 3.095453 -3.396825 0.0 0.7 1.0
H 1.765606 3.675275 -3.976898 0.0 -0.2 -0.1
H 2.268617 1.936724 -3.794898 -0.7 -0.1 -0.3
```
Positions in Å, forces in eV/Å.

Summary:
ΔE to the lowest compared entry with this formula, charge and spin = 504.0 kJ/mol
2S+1 = 2
net charge = +1
HOMO level (spin up / spin down) = -14.859 / -14.454 eV

Atomic partial charges in e from the natural (NBO) method, atoms 1 to 6:
1 C -0.746
2 C 0.351
3 N -0.317
4 H 0.287
5 H 0.282
6 H 0.270